{"formula": "C43H48LaN9OP2S", "method": "the ωB97M-V functional and the def2-TZVPD basis", "species": ["La", "C", "N", "C", "C", "N", "C", "P", "C", "N", "C", "C", "N", "C", "C", "N", "C", "C", "N", "C", "H", "H", "H", "H", "H", "H", "H", "H", "H", "H", "H", "H", "H", "H", "H", "O", "N", "C", "C", "C", "C", "C", "C", "C", "P", "C", "C", "C", "C", "C", "C", "C", "C", "C", "C", "C", "C", "H", "H", "H", "H", "H", "H", "H", "H", "H", "H", "H", "H", "H", "H", "H", "H", "S", "C", "C", "C", "C", "C", "C", "H", "H", "H", "H", "H", "C", "C", "N", "C", "C", "N", "C", "C", "H", "H", "H", "H", "H", "H", "H", "H", "H", "H", "H", "H"], "positions_angstrom": [[0.1586, -0.1574, 0.7169], [-0.2985, 5.0578, 3.8274], [0.2450, 3.8543, 3.2947], [1.4680, 3.2669, 3.6264], [1.5498, 2.0947, 2.9391], [0.4182, 1.9553, 2.1803], [-0.3357, 3.0124, 2.3759], [-1.9170, 3.4086, 1.5055], [-2.7742, 1.7853, 1.5693], [-2.3909, 0.6238, 1.0645], [-3.5017, -0.2216, 1.0516], [-4.5405, 0.4404, 1.6182], [-4.0647, 1.7078, 1.9342], [-4.9060, 2.7003, 2.6362], [-1.3033, 3.2223, -0.2541], [-0.9156, 2.1428, -0.9323], [-0.8195, 2.5893, -2.2368], [-1.0968, 3.9127, -2.3305], [-1.3610, 4.3415, -1.0533], [-1.8702, 5.6721, -0.7259], [-0.7573, 4.8377, 4.7947], [0.5368, 5.7740, 3.9817], [-0.9973, 5.5178, 3.1282], [2.2041, 3.7854, 4.2496], [2.2971, 1.3462, 3.0033], [-3.5587, -1.1920, 0.6235], [-5.5291, 0.1559, 1.8496], [-4.4720, 2.9301, 3.5935], [-4.9763, 3.5831, 1.9343], [-5.9030, 2.3457, 2.7844], [-0.5497, 1.9482, -3.0008], [-1.2213, 4.6139, -3.1514], [-1.6106, 5.9358, 0.2841], [-1.4178, 6.4190, -1.3596], [-2.9592, 5.7165, -0.8534], [-0.9911, -1.4301, 2.8903], [-1.0799, -2.2479, 1.7331], [-1.9235, -3.1665, 1.7706], [-2.1041, -4.0422, 0.5855], [-2.5831, -5.3234, 0.8452], [-2.6559, -6.2976, -0.1209], [-2.2852, -6.0158, -1.3998], [-1.8843, -4.7187, -1.7307], [-1.8030, -3.7464, -0.7621], [-1.2151, -2.0677, -1.4440], [-2.5852, -1.3531, -2.4473], [-2.8763, -0.0176, -2.2666], [-3.9475, 0.5627, -2.9382], [-4.7346, -0.1917, -3.7780], [-4.3732, -1.5409, -4.0505], [-3.2971, -2.0904, -3.4065], [0.0596, -2.6142, -2.5763], [1.0615, -3.4985, -2.1692], [2.1135, -3.8898, -2.9880], [2.1909, -3.3659, -4.2914], [1.2083, -2.4914, -4.7415], [0.1187, -2.1133, -3.9021], [-0.0960, -1.7259, 3.3321], [-2.4498, -3.4041, 2.7033], [-2.9156, -5.6824, 1.7975], [-3.0147, -7.3233, 0.0930], [-2.3263, -6.8142, -2.1763], [-1.5931, -4.5566, -2.7391], [-2.3532, 0.5423, -1.5417], [-4.2178, 1.6026, -2.7378], [-5.6489, 0.2902, -4.1747], [-5.0222, -2.0912, -4.7178], [-3.0953, -3.1471, -3.6072], [1.0861, -3.8018, -1.1616], [2.9322, -4.4991, -2.6101], [3.0050, -3.6229, -4.9098], [1.3844, -2.1828, -5.7605], [-0.6750, -1.4899, -4.2908], [1.8576, -1.8782, 2.4690], [3.0075, -0.9877, 3.5118], [4.3718, -0.8991, 3.1592], [5.2785, -0.2494, 4.0134], [4.8430, 0.4759, 5.1143], [3.4936, 0.4304, 5.4657], [2.6386, -0.3582, 4.6871], [4.6242, -1.3698, 2.2311], [6.3230, -0.2680, 3.7957], [5.5371, 1.0518, 5.6818], [3.1442, 0.9571, 6.2940], [1.6516, -0.4682, 4.9782], [2.8704, 1.0686, 0.0271], [4.2990, 1.4161, -0.4661], [4.6170, 0.6953, -1.6668], [4.5490, -0.7480, -1.4242], [3.0932, -1.1137, -1.0407], [2.2541, 0.0991, -0.9483], [2.1964, 0.7270, -2.2802], [3.6394, 1.0242, -2.7123], [2.2634, 1.9896, 0.0257], [2.9678, 0.5552, 0.9989], [5.0865, 1.2194, 0.2396], [4.4136, 2.4901, -0.6984], [5.1816, -0.9558, -0.5722], [5.0126, -1.3000, -2.2685], [3.0562, -1.6205, -0.1098], [2.5608, -1.7570, -1.8047], [1.6156, 1.6133, -2.1454], [1.6806, 0.0653, -2.9797], [3.6808, 2.0421, -2.9636], [3.9484, 0.4933, -3.5906]], "forces_ev_per_angstrom": [[-0.274, -0.419, 0.034], [0.572, 1.290, 0.693], [1.017, -2.096, -1.421], [-0.232, 0.908, 0.204], [-0.683, 0.914, 0.334], [0.131, -0.530, -0.393], [-0.467, 0.882, 0.724], [0.861, -0.897, -0.438], [-0.108, -0.109, 0.048], [0.050, -1.061, -0.606], [0.395, 1.427, 0.613], [1.211, 1.170, 0.093], [-1.850, -0.822, 0.594], [0.897, 1.150, -1.857], [-0.077, 0.904, 0.717], [0.012, 1.109, 0.114], [-0.019, 0.480, 1.105], [-0.246, 0.767, 0.207], [-0.401, -0.991, -0.112], [-0.424, -0.177, -0.049], [-0.143, 0.286, -0.173], [-0.599, -0.384, -0.012], [-0.050, -0.169, 0.200], [-0.554, -0.384, -0.147], [0.539, -0.361, -0.055], [0.449, -0.524, -0.202], [-0.803, -0.222, 0.090], [0.161, 0.355, 0.238], [0.068, -0.616, 1.204], [-0.444, -0.568, -0.037], [0.415, -1.157, -1.366], [0.332, -0.415, 0.076], [0.018, -0.014, 0.408], [0.199, 0.002, -0.351], [0.268, -0.049, 0.074], [0.428, -0.663, 0.829], [1.175, 1.718, -0.098], [-0.637, -1.325, -0.305], [-0.458, -0.251, 0.040], [-0.138, -0.269, 0.348], [-0.466, -1.355, -0.132], [0.140, -0.340, -1.586], [-0.349, -1.345, 0.597], [0.604, 1.719, -0.330], [-0.668, -0.167, 1.003], [0.660, -0.840, -0.320], [-0.664, -0.407, -0.267], [-0.187, 0.393, 0.224], [-0.250, -0.338, -0.323], [-1.074, 1.675, 0.060], [-0.081, -0.870, 0.160], [0.474, 0.112, -2.140], [0.364, 0.278, -0.549], [-0.051, 0.642, -0.634], [-1.124, 0.056, 1.659], [-0.224, -0.252, 0.762], [1.067, -0.806, -0.161], [-0.993, 0.491, -1.050], [0.041, 0.098, -0.286], [0.081, 0.533, 0.814], [0.257, 0.867, 0.174], [0.073, 0.827, 0.641], [0.190, 0.414, -0.626], [0.510, 0.493, 0.571], [0.155, -0.288, -0.062], [0.694, -0.643, -0.044], [0.266, -0.263, -0.042], [0.175, 0.418, 0.194], [-0.125, -0.610, 1.189], [-0.358, -0.063, 0.012], [0.747, -0.262, -0.693], [-0.722, 0.529, -0.107], [0.058, 0.131, 0.006], [0.221, 0.379, 0.167], [1.271, 0.263, -0.345], [-0.724, 0.195, 0.844], [-0.722, -0.048, -0.747], [-0.836, -0.427, -0.212], [0.964, -1.316, -1.964], [0.848, 0.444, 0.222], [0.693, -0.244, -0.237], [0.529, 0.030, -0.286], [0.407, 0.223, 0.385], [-0.629, 0.662, 1.281], [-1.947, -0.034, 0.682], [0.467, -0.322, -0.716], [0.296, 1.058, -0.357], [-0.387, -0.273, -0.884], [0.211, 0.154, 0.029], [-0.631, -0.584, -1.999], [-0.246, 0.107, 0.790], [0.354, -0.724, 0.369], [0.259, -0.667, 0.246], [-0.041, -0.405, 0.411], [-0.411, 0.277, -0.069], [0.063, -0.303, 0.694], [-0.330, -0.311, 0.113], [0.307, -0.056, 0.260], [-0.723, 0.280, 0.291], [-0.021, -0.569, 0.946], [0.924, 0.704, 0.842], [-0.331, 0.772, -0.196], [-0.025, -0.067, 0.134], [0.476, 1.573, -0.221], [-0.095, -0.487, -0.554]], "lowdin_charge": [1.783, -0.031, -0.119, 0.003, -0.121, -0.089, -0.441, 1.206, -0.470, -0.060, -0.108, -0.009, -0.115, -0.002, -0.429, 0.003, -0.141, -0.029, -0.118, -0.021, 0.109, 0.116, 0.068, 0.145, 0.072, 0.096, 0.122, 0.090, 0.108, 0.086, 0.089, 0.141, 0.060, 0.098, 0.109, -0.254, -0.185, -0.074, -0.178, -0.026, -0.063, -0.040, -0.096, -0.254, 1.043, -0.366, -0.137, -0.076, -0.051, -0.050, -0.087, -0.423, -0.133, -0.058, -0.061, -0.052, -0.063, 0.019, 0.161, 0.120, 0.136, 0.137, 0.096, 0.024, 0.112, 0.124, 0.114, 0.109, 0.102, 0.121, 0.098, 0.108, 0.098, 0.536, -0.680, -0.110, -0.066, -0.074, -0.062, -0.153, 0.082, 0.100, 0.100, 0.089, 0.077, -0.186, -0.149, -0.142, -0.118, -0.153, -0.284, -0.138, -0.126, 0.112, 0.073, 0.119, 0.135, 0.112, 0.137, 0.052, 0.104, 0.080, 0.112, 0.106, 0.121], "total_energy_ev": -91089.83601, "total_charge": 2, "homo_lumo_gap_ev": 7.28, "spin_multiplicity": 1, "homo_ha": -0.4443}